Computed, not measured: the molecule C14H27NO2, with ωB97M-V/def2-TZVPD.

Results
* net charge: 0
* multiplicity: 1
* DFT total energy: -754.9015 a.u.
* LUMO: 0.7417 eV

Last columns: bonded neighbours and bond lengths (Å).
Positions of all 44 atoms, in Å:
1 C -0.27 -5.95 -1.13  C2 1.523, H42 1.088, H43 1.085, H44 1.087
2 C 1.23 -5.77 -1.30  C1 1.523, C3 1.529, H40 1.093, H41 1.093
3 C 1.59 -4.81 -2.43  C2 1.529, C4 1.528, H38 1.091, H39 1.092
4 C 1.29 -3.34 -2.12  C3 1.528, O5 1.413, H36 1.102, H37 1.100
5 O -0.10 -3.10 -2.23  C4 1.413, C6 1.404
6 C -0.47 -1.75 -2.22  O5 1.404, C7 1.533, H34 1.094, H35 1.101
7 C -0.35 -1.08 -0.84  C6 1.533, H8 1.093, C9 1.529, H33 1.091
8 H -0.85 -1.71 -0.11  C7 1.093
9 C -0.98 0.32 -0.86  C7 1.529, N10 1.444, H31 1.093, H32 1.096
10 N -0.83 0.98 0.42  C9 1.444, C11 1.356, H30 1.007
11 C -0.01 2.04 0.60  N10 1.356, O12 1.212, C13 1.528
12 O 0.64 2.52 -0.30  C11 1.212
13 C 0.01 2.54 2.05  C11 1.528, C14 1.532, C18 1.535, H29 1.098
14 C 1.10 3.58 2.27  C13 1.532, C15 1.526, H27 1.091, H28 1.093
15 C 0.79 4.90 1.57  C14 1.526, C16 1.524, H25 1.090, H26 1.092
16 C -0.57 5.44 1.99  C15 1.524, C17 1.525, H23 1.092, H24 1.094
17 C -1.65 4.41 1.69  C16 1.525, C18 1.525, H21 1.092, H22 1.092
18 C -1.36 3.11 2.45  C13 1.535, C17 1.525, H19 1.093, H20 1.093
19 H -2.15 2.39 2.26  C18 1.093
20 H -1.35 3.32 3.52  C18 1.093
21 H -1.67 4.20 0.62  C17 1.092
22 H -2.63 4.79 1.99  C17 1.092
23 H -0.78 6.37 1.45  C16 1.092
24 H -0.56 5.66 3.06  C16 1.094
25 H 0.80 4.73 0.49  C15 1.090
26 H 1.57 5.63 1.80  C15 1.092
27 H 2.05 3.19 1.90  C14 1.091
28 H 1.20 3.76 3.35  C14 1.093
29 H 0.22 1.67 2.68  C13 1.098
30 H -1.29 0.56 1.21  N10 1.007
31 H -0.47 0.95 -1.59  C9 1.093
32 H -2.04 0.25 -1.12  C9 1.096
33 H 0.70 -0.99 -0.56  C7 1.091
34 H -1.52 -1.74 -2.54  C6 1.094
35 H 0.13 -1.18 -2.95  C6 1.101
36 H 1.82 -2.70 -2.83  C4 1.102
37 H 1.64 -3.10 -1.10  C4 1.100
38 H 1.04 -5.09 -3.33  C3 1.091
39 H 2.66 -4.89 -2.64  C3 1.092
40 H 1.66 -5.40 -0.37  C2 1.093
41 H 1.69 -6.74 -1.51  C2 1.093
42 H -0.49 -6.60 -0.28  C1 1.088
43 H -0.75 -4.99 -0.97  C1 1.085
44 H -0.70 -6.40 -2.02  C1 1.087